Record 1
# CHN3O

A 2-piece molecular cluster, CHN3O overall (wB97M-V/def2-TZVPD, the OMol25 dataset).

XYZ file:
```
6
Properties=species:S:1:pos:R:3:mulliken_charge:R:1
C -1.150 -0.370 -0.087 -0.08
N 1.483 0.254 -0.476 0.03
N 1.801 0.115 0.686 -0.03
N 0.685 1.039 0.374 -0.10
O -1.452 -1.359 0.371 -0.27
H -1.367 0.322 -0.868 0.46
```

Charge: 0
Relative energy (zero: lowest compared OMol25 entry of this formula, charge and spin) (kJ/mol): 303.3
Largest force on an atom (eV Å⁻¹): 4.93
Total energy (Eh): -277.91707
LUMO (alpha / beta) (eV): -0.560 / -1.431
Multiplicity: 3

Record 2
# C57H53N5OP3Se2Ti

C57H53N5OP3Se2Ti as an isolated structure (wB97M-V/def2-TZVPD, the OMol25 dataset).

XYZ file:
```
122
Properties=species:S:1:pos:R:3:mulliken_charge:R:1
Ti 0.024 -1.610 -0.362 -1.04
C -5.613 -4.313 0.455 -0.57
C -5.551 -4.283 -0.931 -0.78
C -4.384 -3.888 -1.569 -0.37
C -3.273 -3.522 -0.816 0.71
C -3.341 -3.552 0.577 -0.62
C -4.507 -3.950 1.210 -0.79
P -1.678 -3.053 -1.550 2.30
C -2.072 -2.541 -3.239 0.37
C -2.950 -1.464 -3.390 -0.39
C -3.211 -0.958 -4.653 -0.76
C -2.586 -1.509 -5.765 -0.56
C -1.711 -2.575 -5.614 -0.75
C -1.451 -3.092 -4.353 -0.75
C -0.758 -4.618 -1.613 -0.27
C -1.253 -5.759 -2.190 -0.17
C -0.528 -6.962 -2.112 -0.99
C 0.673 -6.997 -1.458 -0.85
C 1.213 -5.835 -0.858 1.49
C 2.466 -5.846 -0.199 -0.88
C 2.965 -4.704 0.359 -1.18
C 2.227 -3.499 0.302 -0.40
C 1.007 -3.435 -0.322 1.71
C 0.485 -4.619 -0.923 -1.58
H -6.527 -4.616 0.948 0.40
H -6.416 -4.565 -1.516 0.43
H -4.342 -3.861 -2.651 0.49
H -2.474 -3.266 1.162 0.25
H -4.556 -3.973 2.291 0.46
H -3.421 -1.027 -2.517 0.48
H -3.899 -0.131 -4.770 0.48
H -2.783 -1.107 -6.750 0.41
H -1.231 -3.003 -6.485 0.45
H -0.778 -3.933 -4.237 0.52
H -2.208 -5.740 -2.702 0.54
H -0.930 -7.857 -2.567 0.42
H 1.234 -7.921 -1.388 0.44
H 3.021 -6.776 -0.155 0.42
H 3.929 -4.714 0.850 0.45
H 2.656 -2.606 0.748 0.51
Se 1.342 4.065 -2.632 -0.27
P 2.030 3.759 -0.672 1.11
C 1.191 4.819 0.553 0.12
C 1.780 5.123 1.780 -0.42
C 1.097 5.914 2.692 -0.90
C -0.168 6.400 2.388 -0.61
C -0.750 6.106 1.164 -0.62
C -0.068 5.322 0.245 -0.39
C 3.800 4.078 -0.426 0.66
C 4.553 3.556 0.627 -0.48
C 5.869 3.957 0.791 -0.77
C 6.438 4.875 -0.080 -0.49
C 5.691 5.397 -1.125 -0.66
C 4.375 5.000 -1.298 -0.73
C 1.708 2.057 -0.123 0.39
C 0.524 1.342 0.059 -0.78
N 0.908 0.082 0.386 1.56
N 2.229 0.013 0.362 -0.91
N 2.724 1.185 0.065 -0.43
P -1.236 1.662 0.108 0.20
Se -2.293 -0.208 0.307 -0.11
C -1.752 2.476 -1.411 1.10
C -2.395 3.707 -1.442 -0.95
C -2.777 4.241 -2.663 -0.69
C -2.517 3.551 -3.837 -1.10
C -1.889 2.313 -3.800 -0.62
C -1.510 1.769 -2.587 0.04
C -1.552 2.672 1.569 1.18
C -0.532 3.000 2.455 -0.29
C -0.831 3.691 3.619 -1.25
C -2.141 4.052 3.898 -0.74
C -3.161 3.721 3.016 -0.97
C -2.872 3.025 1.855 -0.58
H 2.771 4.759 2.014 0.40
H 1.560 6.160 3.639 0.49
H -0.692 7.024 3.101 0.45
H -1.730 6.496 0.921 0.50
H -0.489 5.121 -0.732 0.70
H 4.123 2.828 1.297 0.46
H 6.457 3.550 1.604 0.41
H 7.468 5.180 0.055 0.39
H 6.131 6.111 -1.808 0.41
H 3.787 5.392 -2.118 0.34
H -2.581 4.253 -0.525 0.60
H -3.272 5.203 -2.698 0.48
H -2.802 3.982 -4.788 0.40
H -1.682 1.776 -4.717 0.58
H -1.019 0.802 -2.552 -0.16
H 0.494 2.735 2.233 0.72
H -0.037 3.962 4.302 0.57
H -2.370 4.593 4.807 0.49
H -4.183 4.001 3.236 0.48
H -3.665 2.737 1.174 0.56
C 1.452 0.070 -3.749 -1.05
C 1.720 -1.061 -2.771 0.57
C 2.040 -2.360 -3.502 -1.26
O 0.583 -1.224 -1.914 0.47
H 2.288 0.155 -4.442 0.57
H 1.336 1.028 -3.238 -0.07
H 0.543 -0.146 -4.318 0.11
H 2.563 -0.795 -2.126 0.27
H 1.317 -2.524 -4.303 0.24
H 3.036 -2.290 -3.938 0.51
H 2.020 -3.211 -2.822 0.24
N -0.174 -2.103 1.710 -0.05
C -0.005 -1.977 2.849 0.43
N 0.167 -1.828 4.124 0.08
C 0.440 -2.960 5.019 -0.80
C 1.777 -2.756 5.721 -0.57
C 1.825 -1.388 6.406 -0.72
C 1.557 -0.270 5.397 -0.60
C 0.209 -0.485 4.722 -0.23
H 0.428 -3.878 4.435 0.42
H -0.367 -3.006 5.755 0.34
H 2.586 -2.830 4.989 0.29
H 1.916 -3.555 6.451 0.37
H 2.797 -1.243 6.878 0.35
H 1.069 -1.351 7.197 0.32
H 2.344 -0.259 4.638 0.27
H 1.557 0.703 5.891 0.37
H 0.019 0.251 3.941 0.07
H -0.596 -0.418 5.461 0.20
```

Charge: +1
Relative energy (zero: lowest compared OMol25 entry of this formula, charge and spin) (kJ/mol): 0.0
Largest force on an atom (eV Å⁻¹): 1.92
Total energy (Eh): -9229.24811
LUMO (eV): -2.391